(1)
{"formula": "C5H9NO", "method": "ωB97M-V with the def2-TZVPD basis set", "homo_lumo_gap_ev": 10.537, "smiles": "C[C@H]1N[C@H]1[C@H]1CO1", "de_lowest_kcal_mol": 70.07, "homo_ev": -9.44, "elements": ["C", "C", "N", "C", "C", "C", "O", "H", "H", "H", "H", "H", "H", "H", "H", "H"], "xyz": [[-2.0652, -0.2347, -0.1980], [-1.1828, 0.7007, 0.5932], [-0.3402, 0.2022, 1.6698], [0.3001, 0.7015, 0.4521], [0.9646, -0.2815, -0.4617], [2.3807, -0.1928, -0.8136], [1.9309, -1.1389, 0.1407], [-2.4042, 0.2372, -1.1279], [-2.9445, -0.5082, 0.3945], [-1.5454, -1.1630, -0.4556], [-1.6518, 1.6560, 0.8317], [-0.3088, -0.8166, 1.6923], [0.8459, 1.6314, 0.6083], [0.3147, -0.8052, -1.1609], [2.7350, -0.6180, -1.7525], [2.9711, 0.6300, -0.4124]], "nbo_charge": [-0.6310, -0.0628, -0.5685, -0.1179, 0.0241, -0.0994, -0.4898, 0.2183, 0.2198, 0.2055, 0.1973, 0.3523, 0.2016, 0.1853, 0.1829, 0.1823]}


(2)
{"formula": "C24H25I2NO5Re", "method": "ωB97M-V with the def2-TZVPD basis set", "homo_lumo_gap_ev": [6.784, 5.693], "multiplicity": 4, "homo_ev": [-6.90, -6.12], "elements": ["Re", "C", "C", "O", "C", "C", "O", "C", "C", "O", "C", "C", "O", "H", "H", "H", "H", "H", "H", "H", "H", "H", "H", "H", "H", "H", "H", "H", "H", "I", "C", "C", "C", "I", "C", "C", "C", "C", "N", "C", "C", "O", "H", "H", "H", "H", "C", "C", "C", "C", "C", "C", "C", "H", "H", "H", "H", "H"], "xyz": [[-0.3344, 0.0795, 0.0726], [-1.9413, 0.6768, -3.5299], [-3.0340, 0.1909, -2.6092], [-2.4850, -0.8966, -1.8816], [-3.3664, -1.5105, -0.9688], [-2.6144, -2.7009, -0.3594], [-1.2402, -2.4069, -0.1474], [-0.3342, -2.9761, -1.0897], [0.8383, -2.0243, -1.2836], [0.2777, -0.9703, -2.1166], [1.1871, -0.0522, -2.6965], [0.3836, 1.1108, -3.3316], [-0.8961, 1.2585, -2.7554], [-2.3394, 1.4230, -4.2263], [-1.5596, -0.1811, -4.0913], [-3.9069, -0.1324, -3.1900], [-3.3281, 0.9927, -1.9336], [-4.2592, -1.8749, -1.4924], [-3.6749, -0.7964, -0.1984], [-2.7087, -3.5713, -1.0130], [-3.0439, -2.9518, 0.6118], [-0.8266, -3.1238, -2.0536], [0.0288, -3.9376, -0.7127], [1.6339, -2.5408, -1.8357], [0.9040, -2.1213, 0.8373], [1.7691, -0.5523, -3.4793], [1.8665, 0.3305, -1.9330], [0.2826, 0.9474, -4.4074], [0.9237, 2.0465, -3.1805], [-4.9298, 2.7656, 0.5977], [-3.1948, 2.8030, 1.7734], [-3.1076, 3.6255, 2.8942], [-1.9623, 3.6497, 3.6519], [-1.9210, 4.9081, 5.3444], [-0.8473, 2.8490, 3.3237], [0.3728, 2.7993, 4.0338], [1.3561, 1.9551, 3.5919], [1.1605, 1.1531, 2.4681], [0.0315, 1.1620, 1.7618], [-0.9628, 2.0142, 2.1900], [-2.1390, 1.9812, 1.3866], [-2.1497, 1.1917, 0.3623], [-3.9485, 4.2484, 3.1659], [0.5233, 3.4138, 4.9096], [2.2980, 1.8913, 4.1188], [1.9390, 0.4838, 2.1310], [1.2669, -1.4338, 0.0631], [2.7470, -1.3567, 0.2998], [3.7191, -1.2106, -0.6935], [5.0749, -1.2157, -0.3902], [5.5111, -1.3680, 0.9150], [4.5649, -1.5246, 1.9186], [3.2151, -1.5198, 1.6118], [3.4439, -1.1280, -1.7357], [5.7960, -1.1150, -1.1924], [6.5679, -1.3893, 1.1463], [4.8802, -1.6789, 2.9435], [2.4925, -1.6895, 2.4039]], "nbo_charge": [1.1232, -0.0707, -0.0857, -0.5513, -0.0896, -0.0659, -0.5596, -0.0720, 0.0744, -0.5615, -0.0925, -0.0725, -0.5406, 0.1780, 0.1789, 0.1709, 0.2091, 0.1706, 0.1961, 0.1744, 0.1952, 0.1957, 0.1837, 0.1873, 0.2213, 0.1738, 0.1913, 0.1694, 0.1943, 0.1373, -0.2561, -0.2323, -0.2001, 0.1237, -0.0287, -0.1539, -0.2494, 0.0488, -0.4496, 0.0430, 0.3895, -0.7784, 0.2385, 0.2336, 0.2294, 0.2307, -0.6648, -0.0115, -0.1978, -0.2141, -0.2431, -0.2020, -0.2445, 0.1910, 0.2078, 0.2115, 0.2097, 0.2059]}


Energy in hartree, matching the order above: -325.82588 -2034.02373